A molecular structure, C43H42AsClN5O2PRuSSe in a non-equilibrium geometry. Source: the OMol25 dataset; level of theory: the ωB97M-V functional and the def2-TZVPD basis.

```
! wB97M-V def2-TZVPD RIJCOSX def2/J DEFGRID3
* xyz 1 6
Ru -0.005 0.009 -0.381
Cl 0.225 0.723 2.201
C -1.339 1.144 2.855
C -1.565 0.927 4.200
C -2.803 1.254 4.733
C -3.794 1.781 3.919
C -3.553 1.988 2.569
C -2.312 1.684 2.016
P -1.943 1.866 0.240
C -1.000 3.391 0.099
C -0.333 4.012 1.071
C 0.617 5.083 0.759
C 0.893 5.453 -0.491
C 0.218 4.823 -1.674
C -0.754 3.700 -1.334
C -3.533 2.383 -0.502
C -4.336 1.467 -1.179
C -5.554 1.863 -1.718
C -5.970 3.179 -1.598
C -5.171 4.101 -0.933
C -3.961 3.708 -0.385
H -0.787 0.499 4.819
H -2.989 1.084 5.785
H -4.762 2.021 4.338
H -4.337 2.376 1.934
H -0.480 3.740 2.110
H 1.102 5.577 1.594
H 1.588 6.263 -0.686
H -0.182 5.599 -2.331
H -1.675 3.740 -1.913
H -4.018 0.438 -1.279
H -6.175 1.137 -2.227
H -6.918 3.491 -2.018
H -5.493 5.131 -0.841
H -3.349 4.429 0.146
S 2.561 0.012 -0.378
C 3.414 -1.474 -0.020
C 4.788 -1.440 0.226
C 5.479 -2.613 0.479
C 4.809 -3.829 0.495
C 3.445 -3.869 0.254
C 2.744 -2.697 -0.016
As 0.838 -2.647 -0.347
C 0.755 -2.666 -2.299
C 1.895 -2.646 -3.096
C 1.781 -2.739 -4.477
C 0.530 -2.840 -5.073
C -0.612 -2.858 -4.281
C -0.500 -2.774 -2.900
C 0.452 -4.521 -0.010
C 0.317 -5.457 -1.023
C 0.116 -6.792 -0.697
C 0.054 -7.187 0.631
C 0.193 -6.247 1.644
C 0.386 -4.915 1.323
H 5.299 -0.485 0.218
H 6.544 -2.580 0.672
H 5.343 -4.748 0.697
H 2.923 -4.816 0.271
H 2.874 -2.585 -2.636
H 2.677 -2.744 -5.087
H 0.448 -2.932 -6.149
H -1.589 -2.952 -4.738
H -1.392 -2.824 -2.286
H 0.364 -5.159 -2.062
H 0.010 -7.525 -1.486
H -0.110 -8.228 0.877
H 0.137 -6.551 2.681
H 0.477 -4.174 2.109
N -0.646 0.621 -2.737
C -0.175 1.940 -3.217
C 0.896 1.766 -4.305
C 2.147 0.964 -3.883
C 3.506 1.551 -4.269
N 3.816 2.903 -3.810
C 4.136 3.241 -2.570
N 4.586 4.486 -2.327
N 4.160 2.336 -1.597
C 0.321 2.730 -1.982
O 1.067 3.932 -2.433
O 1.000 1.965 -1.146
H -0.182 -0.131 -3.235
H -1.643 0.490 -2.856
H -1.002 2.503 -3.652
H 1.167 2.761 -4.664
H 0.409 1.252 -5.138
H 2.129 -0.014 -4.360
H 2.110 0.789 -2.809
H 3.595 1.581 -5.354
H 4.293 0.896 -3.888
H 3.703 3.657 -4.465
H 4.530 5.185 -3.047
H 4.587 4.823 -1.381
H 3.488 1.570 -1.609
H 4.335 2.670 -0.662
Se -2.455 -1.188 0.093
C -2.562 -3.000 0.177
N -2.650 -4.148 0.259
*
```

- Gap between HOMO and LUMO (spin up / spin down): 7.6 / 6.0 eV
- LUMO (spin up / spin down): -0.0729 / -0.1457 Eh
- HOMO level (spin up / spin down): -9.6 / -9.9 eV
- Energy above the lowest of the compared OMol25 structures with the same formula, charge and spin: 260.8 kJ/mol
- <S²>: 8.772